{
  "formula": "C9H23BrO14P2S",
  "method": "wB97M-V/def2-TZVPD",
  "total_charge": 0,
  "orbital_gap_ev": 9.00,
  "homo_ev": -9.740,
  "species": ["O", "S", "O", "O", "C", "Br", "C", "C", "O", "O", "O", "H", "H", "H", "H", "H", "C", "O", "P", "O", "O", "C", "O", "C", "H", "H", "H", "H", "H", "H", "H", "H", "H", "C", "O", "P", "O", "O", "C", "O", "C", "H", "H", "H", "H", "H", "H", "H", "H", "H"],
  "xyz": [[-1.684, 1.670, -8.834], [-1.272, 0.312, -8.807], [-1.042, -0.265, -10.067], [-2.384, -0.447, -7.913], [-2.077, -0.084, -6.555], [-2.719, -1.290, -5.207], [-0.600, 0.387, -6.510], [0.352, -0.183, -5.479], [0.503, 0.673, -4.370], [1.112, 1.858, -4.883], [-0.064, 0.035, -7.819], [-2.675, 0.813, -6.412], [-0.643, 1.474, -6.521], [1.340, -0.291, -5.937], [0.057, -1.148, -5.074], [1.300, 2.400, -4.107], [0.862, -1.352, 1.724], [0.704, -2.662, 1.134], [0.764, -2.746, -0.516], [-0.671, -2.812, -0.889], [1.520, -4.167, -0.560], [1.589, -5.067, 0.539], [1.508, -2.337, -1.919], [1.394, -0.956, -2.316], [0.784, -1.452, 2.803], [1.844, -0.942, 1.482], [0.082, -0.678, 1.369], [0.591, -5.375, 0.853], [2.130, -4.625, 1.372], [2.135, -5.945, 0.199], [1.812, -0.298, -1.552], [0.352, -0.700, -2.491], [1.956, -0.827, -3.233], [1.274, 1.904, 7.563], [0.721, 2.658, 6.467], [-0.621, 2.026, 5.721], [-0.035, 1.394, 4.510], [-1.283, 3.470, 5.458], [-0.578, 4.705, 5.530], [-2.142, 1.411, 5.773], [-2.268, 0.056, 6.242], [2.148, 2.436, 7.930], [0.551, 1.819, 8.377], [1.573, 0.908, 7.229], [0.243, 4.727, 4.813], [-0.210, 4.886, 6.536], [-1.286, 5.492, 5.275], [-1.876, -0.047, 7.254], [-1.745, -0.627, 5.572], [-3.326, -0.192, 6.251]],
  "lowdin_charge": [-0.2103, 0.5962, -0.1883, -0.2037, -0.6902, 0.8323, -0.2835, -0.1627, -0.1758, 0.0002, -0.1431, 0.0986, 0.1472, 0.1449, 0.1099, 0.1129, -0.0925, -0.2533, 0.5079, -0.2505, -0.2391, -0.1079, -0.2154, -0.1067, 0.0839, 0.0834, 0.0904, 0.0921, 0.0800, 0.0871, 0.0885, 0.0796, 0.0821, -0.1018, -0.2566, 0.5217, -0.2527, -0.2412, -0.1055, -0.2218, -0.1060, 0.0872, 0.0833, 0.0871, 0.0919, 0.0806, 0.0884, 0.0796, 0.0834, 0.0882]
}


{
  "formula": "C9H23ClI2NP2W",
  "method": "wB97M-V/def2-TZVPD",
  "total_charge": 3,
  "orbital_gap_ev": [4.45, 4.88],
  "homo_ev": [-17.694, -17.695],
  "spin_multiplicity": 3,
  "species": ["I", "I", "W", "P", "C", "C", "H", "H", "H", "H", "H", "H", "C", "H", "H", "H", "P", "C", "C", "H", "H", "H", "C", "H", "H", "H", "H", "H", "H", "Cl", "C", "C", "C", "N", "H", "H", "H", "H", "H"],
  "xyz": [[-3.060, 1.253, 3.045], [-3.916, -1.085, 2.664], [-0.023, -0.179, -0.849], [-2.201, 0.025, -1.757], [-2.279, 0.171, 0.050], [-3.027, 1.504, -2.417], [-4.109, 1.446, -2.245], [-4.089, -1.479, -2.055], [-2.795, 1.567, -3.493], [-2.751, -1.741, -3.275], [-1.950, 1.155, 0.429], [-2.626, 2.397, -1.913], [-2.999, -1.548, -2.206], [-3.351, 0.092, 0.146], [-2.589, -2.368, -1.597], [-1.749, -0.693, 0.519], [2.463, 0.028, -1.056], [3.516, 0.114, 0.407], [3.118, -1.418, -1.918], [2.757, 1.270, -3.112], [4.207, 1.388, -2.035], [2.731, 2.359, -1.695], [3.109, 1.412, -2.088], [2.764, -1.427, -2.964], [4.222, -1.381, -1.896], [4.574, 0.151, 0.102], [3.369, -0.760, 1.035], [2.777, -2.334, -1.431], [3.291, 1.001, 1.006], [0.252, -0.231, -3.192], [-0.385, -0.523, 4.586], [0.391, 0.440, 3.630], [0.298, 0.106, 2.236], [0.265, -0.347, 1.159], [-1.367, -0.117, 4.809], [0.160, -0.581, 5.540], [-0.475, -1.538, 4.176], [0.028, 1.471, 3.745], [1.450, 0.400, 3.912]],
  "lowdin_charge": [0.4066, 0.3420, 1.0910, 0.6669, -0.5317, -0.1588, 0.0938, 0.0937, 0.0842, 0.0886, 0.0087, 0.0810, -0.1752, 0.0095, 0.0742, -0.0063, 0.6325, -0.2416, -0.2548, 0.0416, 0.0847, 0.0612, -0.2156, 0.0427, 0.0914, 0.0893, 0.0572, 0.0615, 0.0601, 0.1831, -0.0730, -0.1847, -0.0761, -0.0108, -0.0032, 0.1110, 0.0946, 0.1262, 0.1545]
}


{
  "formula": "C9H24Cl6O3",
  "method": "wB97M-V/def2-TZVPD",
  "total_charge": -1,
  "orbital_gap_ev": [1.52, 9.96],
  "homo_ev": [0.888, -7.593],
  "spin_multiplicity": 2,
  "species": ["Cl", "C", "C", "Cl", "H", "H", "H", "H", "Cl", "C", "C", "Cl", "H", "H", "H", "H", "Cl", "C", "C", "Cl", "H", "H", "H", "H", "C", "O", "H", "H", "H", "H", "C", "O", "H", "H", "H", "H", "C", "O", "H", "H", "H", "H"],
  "xyz": [[5.430, 30.859, 26.074], [5.832, 29.505, 27.192], [5.161, 29.636, 28.523], [5.516, 28.251, 29.582], [6.892, 29.306, 27.349], [5.420, 28.643, 26.666], [4.079, 29.766, 28.482], [5.536, 30.550, 28.982], [1.242, 25.720, 35.555], [-0.083, 25.126, 36.626], [-0.747, 23.888, 35.971], [0.482, 22.733, 35.399], [-0.899, 25.847, 36.662], [0.102, 24.844, 37.663], [-1.528, 24.150, 35.257], [-1.427, 23.345, 36.627], [1.189, 27.189, 30.877], [2.934, 26.732, 31.293], [2.954, 25.630, 32.404], [4.691, 25.209, 32.568], [3.373, 27.639, 31.708], [3.467, 26.318, 30.437], [2.400, 24.721, 32.166], [2.563, 26.028, 33.340], [4.547, 23.543, 29.308], [4.234, 24.548, 28.349], [5.625, 23.521, 29.468], [4.083, 23.736, 30.276], [4.062, 22.611, 29.018], [4.926, 24.396, 27.700], [3.538, 21.441, 33.010], [4.868, 20.988, 32.845], [3.654, 22.240, 33.742], [3.334, 21.875, 32.031], [2.788, 20.702, 33.291], [5.320, 21.223, 33.658], [5.908, 22.922, 35.536], [5.978, 21.545, 35.429], [4.924, 23.223, 35.894], [6.758, 23.425, 35.998], [5.846, 23.268, 34.505], [6.353, 21.091, 36.187]],
  "lowdin_charge": [0.5159, -0.6853, -0.6957, 0.5827, 0.0712, 0.0560, 0.0697, 0.0652, 0.3879, -0.6881, -0.7507, 0.4830, 0.0468, 0.0629, 0.0564, 0.0500, 0.4159, -0.6723, -0.6628, 0.5195, 0.0336, 0.0128, 0.0543, -0.0091, -0.1963, -0.1442, 0.0821, 0.0229, 0.0741, 0.0595, -0.1837, -0.1418, 0.0551, 0.0634, 0.0710, 0.0126, -0.2242, -0.1451, 0.0705, 0.0780, 0.0395, 0.0866]
}


{
  "formula": "C9H24ClI2MnN2P2S",
  "method": "wB97M-V/def2-TZVPD",
  "total_charge": 2,
  "orbital_gap_ev": [6.18, 5.30],
  "homo_ev": [-14.066, -14.344],
  "spin_multiplicity": 5,
  "species": ["I", "I", "Mn", "P", "C", "C", "H", "H", "H", "H", "H", "H", "C", "H", "H", "H", "P", "C", "C", "H", "H", "H", "C", "H", "H", "H", "H", "H", "H", "Cl", "S", "C", "N", "C", "C", "N", "H", "H", "H", "H", "H", "H"],
  "xyz": [[2.760, -2.521, -0.929], [4.853, -1.078, -1.091], [-1.421, 0.964, -0.577], [-0.427, -0.046, -2.333], [1.341, -0.257, -2.528], [-1.125, -1.564, -2.906], [-0.770, -1.655, -3.934], [-0.183, 0.873, -4.396], [-2.211, -1.530, -2.874], [-1.720, 1.441, -3.634], [1.533, -1.308, -2.139], [-0.789, -2.424, -2.318], [-0.662, 1.269, -3.502], [1.699, -0.387, -3.579], [-0.168, 2.191, -3.185], [1.867, 0.454, -1.869], [-1.539, 0.702, 1.719], [-0.239, 0.710, 2.972], [-2.301, 2.280, 2.020], [-3.520, -0.683, 1.602], [-2.926, -0.330, 3.252], [-2.136, -1.555, 2.231], [-2.643, -0.591, 2.235], [-3.224, 2.368, 1.465], [-2.458, 2.266, 3.096], [-0.606, 1.132, 3.931], [0.589, 1.300, 2.556], [-1.644, 3.111, 1.756], [0.085, -0.336, 3.060], [-3.447, 0.194, -0.971], [2.342, -1.130, 1.505], [3.770, -1.615, 2.094], [4.199, -1.603, 3.439], [4.652, -2.963, 3.649], [4.897, -3.658, 2.323], [4.517, -2.583, 1.474], [3.580, -1.337, 4.170], [3.958, -3.492, 4.254], [5.600, -3.042, 4.085], [4.484, -4.689, 2.075], [5.940, -3.702, 1.986], [4.504, -2.890, 0.490]],
  "lowdin_charge": [0.7439, 0.5700, 0.2068, 0.6495, -0.3811, -0.2441, 0.0707, 0.0631, 0.0308, 0.0530, -0.2017, 0.0618, -0.2481, 0.0924, 0.0692, 0.0433, 0.6496, -0.2831, -0.2644, 0.0155, 0.0666, 0.0593, -0.2619, 0.0488, 0.0604, 0.0762, 0.0373, 0.0634, 0.0065, 0.0819, 0.7015, -0.8105, 0.0795, -0.1332, -0.1316, -0.1999, 0.1359, 0.1294, 0.1161, 0.1624, 0.1364, -0.1212]
}


{
  "formula": "C9H24CrO3P2",
  "method": "wB97M-V/def2-TZVPD",
  "total_charge": 0,
  "orbital_gap_ev": [7.65, 8.96],
  "homo_ev": [-7.138, -8.506],
  "spin_multiplicity": 5,
  "species": ["Cr", "H", "H", "P", "P", "C", "H", "H", "H", "C", "H", "H", "H", "C", "H", "H", "H", "C", "H", "H", "H", "C", "H", "H", "H", "C", "H", "H", "H", "C", "O", "H", "C", "C", "O", "O", "H", "H", "H"],
  "xyz": [[-0.407, 0.316, 0.182], [1.913, -0.607, -1.807], [2.031, -1.092, -1.236], [-0.996, 1.236, -1.939], [-0.513, -1.898, 0.950], [-0.952, -1.715, 2.701], [-0.881, -2.668, 3.232], [-0.277, -0.973, 3.147], [-1.974, -1.334, 2.756], [-1.700, -3.053, 0.211], [-1.389, -3.271, -0.824], [-1.793, -3.996, 0.784], [-2.669, -2.533, 0.173], [1.104, -2.746, 1.001], [1.853, -2.078, 1.464], [1.058, -3.675, 1.596], [1.445, -2.974, -0.021], [-2.369, 0.642, -2.963], [-2.639, 1.317, -3.785], [-2.111, -0.346, -3.358], [-3.215, 0.526, -2.281], [-1.309, 2.998, -1.626], [-0.433, 3.414, -1.115], [-1.514, 3.564, -2.541], [-2.160, 3.051, -0.940], [0.388, 1.318, -3.152], [0.613, 0.318, -3.534], [0.165, 1.991, -3.998], [1.297, 1.673, -2.654], [-0.221, 1.824, 1.610], [-0.251, 2.936, 1.995], [-1.907, 0.216, -0.129], [3.427, 0.995, 2.534], [2.090, 1.186, 1.901], [1.907, 1.735, 0.757], [1.070, 0.872, 2.655], [3.617, 1.734, 3.321], [4.247, 1.019, 1.820], [3.455, 0.079, 3.116]],
  "lowdin_charge": [0.1103, 0.0536, 0.0551, 0.6994, 0.7000, -0.2577, 0.0469, 0.0319, 0.0507, -0.2721, 0.0464, 0.0524, 0.0420, -0.2758, 0.0445, 0.0493, 0.0271, -0.2714, 0.0514, 0.0457, 0.0331, -0.2612, 0.0513, 0.0483, 0.0483, -0.2930, 0.0247, 0.0461, 0.0384, -0.1964, 0.0699, -0.0831, -0.0031, -0.6210, -0.0695, -0.1140, 0.0939, 0.0807, 0.0766]
}